No. 1
Molecular formula: C33H87O31P7
Method: DFT, ωB97M-V with the def2-TZVPD basis set

Summary:
E_LUMO ... 0.3 eV
Total charge ... 0
Orbital gap ... 0.367 Ha
HOMO level ... -9.662 eV
Structure (SMILES) ... COP(=O)(OC)OC.COP(=O)(OC)OC.COP(=O)(OC)OC.COP(=O)(OC)OC.COP(=O)(OC)OC.COP(=O)(OC)OC.COP(=O)(OC)OC.C1CCOC1.C1CCOC1.C1CCOC1

CARTESIAN COORDINATES (ANGSTROEM)
C (5.2968, -4.0412, -3.9873)
O (5.0063, -2.6361, -3.8303)
P (4.1070, -2.1958, -2.6067)
O (4.3807, -2.7199, -1.2631)
O (4.1571, -0.6102, -2.7553)
C (3.5784, 0.2260, -1.7647)
O (2.6524, -2.5303, -3.2042)
C (1.4358, -2.1458, -2.5654)
H (5.5167, -4.2088, -5.0386)
H (4.3847, -4.5955, -3.7641)
H (6.1465, -4.3108, -3.3667)
H (4.2398, 1.0565, -1.5254)
H (3.3706, -0.2362, -0.7953)
H (2.6048, 0.5437, -2.1315)
H (0.9360, -2.9964, -2.1101)
H (0.8664, -1.6818, -3.3752)
H (1.5698, -1.2956, -1.8935)
C (0.0932, -5.2072, -0.0287)
O (-0.2255, -5.2676, -1.4354)
P (0.3797, -6.5146, -2.2677)
O (0.3281, -6.3984, -3.7432)
O (-0.3482, -7.8350, -1.6980)
C (-1.6437, -8.2882, -2.0756)
O (1.8457, -6.6253, -1.6319)
C (2.7964, -7.5275, -2.1528)
H (0.7937, -5.9192, 0.4013)
H (-0.8498, -5.3972, 0.4867)
H (0.4197, -4.1913, 0.1858)
H (-1.5615, -9.3512, -2.2989)
H (-2.0085, -7.8351, -3.0001)
H (-2.2978, -8.0588, -1.2362)
H (3.5544, -6.9868, -2.7276)
H (2.3817, -8.2024, -2.9059)
H (3.3384, -8.1179, -1.4175)
C (1.5211, -0.5286, 5.4660)
O (2.5276, -0.9912, 4.6163)
P (3.7342, -0.0623, 4.1918)
O (4.2750, 0.7675, 5.2617)
O (4.8697, -1.0259, 3.5393)
C (4.5418, -2.1934, 2.7768)
O (3.2212, 0.6320, 2.8363)
C (4.1760, 1.3207, 2.0511)
H (1.6572, -0.8224, 6.5130)
H (0.5404, -0.9931, 5.3031)
H (1.3154, 0.5415, 5.4338)
H (3.6774, -2.1676, 2.1169)
H (4.5618, -3.0406, 3.4543)
H (5.4037, -2.3828, 2.1321)
H (4.3305, 0.8670, 1.0672)
H (5.1984, 1.2836, 2.4384)
H (3.8393, 2.3532, 1.9661)
C (-7.5028, 5.5234, 1.0924)
O (-6.9371, 5.9152, -0.1393)
P (-5.5309, 5.5330, -0.7451)
O (-4.9729, 6.5559, -1.6492)
O (-4.6517, 5.1818, 0.5657)
C (-3.2479, 5.5017, 0.5765)
O (-5.7591, 4.0875, -1.3733)
C (-4.9997, 3.6993, -2.5071)
H (-8.3126, 4.8013, 0.9601)
H (-8.0876, 6.3452, 1.5170)
H (-6.7461, 5.2252, 1.8124)
H (-2.9706, 5.4351, -0.4777)
H (-2.6763, 4.7947, 1.1700)
H (-3.0886, 6.5195, 0.9309)
H (-5.2128, 2.6746, -2.8091)
H (-3.9212, 3.6825, -2.3121)
H (-5.2077, 4.3961, -3.3195)
C (-2.4021, 2.0163, 0.2910)
O (-1.7809, 0.7596, 0.5556)
P (-0.2103, 0.5667, 0.6039)
O (0.4699, 0.4521, -0.7013)
O (0.3956, 1.7505, 1.5107)
C (0.0816, 1.6908, 2.9136)
O (0.0388, -0.7176, 1.5129)
C (1.0773, -1.6047, 1.2193)
H (-2.0384, 2.8081, 0.9484)
H (-3.4833, 1.9515, 0.3428)
H (-2.0947, 2.3820, -0.6921)
H (-0.6545, 0.9083, 3.0778)
H (-0.3830, 2.6425, 3.1869)
H (0.9562, 1.6469, 3.5544)
H (2.0515, -1.1393, 1.0085)
H (0.9953, -2.2609, 0.3487)
H (1.3239, -2.2146, 2.0904)
C (-1.6989, 0.8627, -3.3891)
O (-2.8760, 0.7626, -4.2069)
P (-2.9618, 1.8217, -5.3881)
O (-4.2650, 1.7519, -6.0433)
O (-2.5629, 3.2006, -4.6839)
C (-2.6955, 4.4048, -5.4157)
O (-1.6786, 1.5224, -6.3163)
C (-1.7228, 0.4278, -7.2345)
H (-1.9140, 0.8068, -2.3160)
H (-1.0866, 1.7585, -3.4424)
H (-1.1626, -0.0801, -3.5042)
H (-2.4001, 5.2768, -4.8398)
H (-3.7334, 4.5497, -5.7373)
H (-2.1820, 4.3970, -6.3820)
H (-2.2299, 0.6091, -8.1827)
H (-2.1541, -0.4748, -6.7992)
H (-0.6573, 0.3002, -7.4343)
C (4.3995, -5.2777, 0.8907)
O (3.1747, -5.9332, 1.2151)
P (2.5874, -6.0219, 2.7011)
O (1.2255, -6.5679, 2.7549)
O (3.7130, -6.9009, 3.4540)
C (3.5045, -8.3025, 3.6597)
O (2.8690, -4.5995, 3.3315)
C (2.0641, -4.1889, 4.4393)
H (4.8410, -5.7255, 0.0075)
H (5.1259, -5.1301, 1.6925)
H (4.1195, -4.2459, 0.6483)
H (3.7631, -8.5960, 4.6762)
H (4.2110, -8.7777, 2.9767)
H (2.4814, -8.6186, 3.4646)
H (1.7697, -5.0905, 4.9914)
H (1.0908, -3.7632, 4.1982)
H (2.6581, -3.6110, 5.1405)
C (-0.6716, 7.2888, -0.9181)
C (-0.9256, 6.4532, -2.1955)
C (-0.2856, 5.0893, -1.8390)
O (-0.1308, 5.0327, -0.4276)
C (-0.1855, 6.3061, 0.1513)
H (-1.5123, 7.8349, -0.4908)
H (0.1411, 7.9734, -1.1585)
H (-0.4890, 6.9657, -3.0482)
H (-2.0015, 6.3613, -2.3569)
H (0.7176, 5.0697, -2.2798)
H (-0.8220, 4.2482, -2.2774)
H (0.8317, 6.6735, 0.3438)
H (-0.7646, 6.3880, 1.0722)
C (1.6214, 6.9629, 3.2441)
C (1.1959, 5.7140, 3.9821)
C (-0.2756, 5.8876, 4.4059)
O (-0.6822, 7.0740, 3.7180)
C (0.4490, 7.9031, 3.5506)
H (1.6373, 6.6812, 2.1945)
H (2.6061, 7.2766, 3.5835)
H (1.7383, 5.4656, 4.9009)
H (1.3622, 4.8200, 3.3744)
H (-0.3067, 6.0555, 5.4839)
H (-0.8486, 5.0279, 4.0670)
H (0.6722, 8.4452, 4.4777)
H (0.2734, 8.5949, 2.7281)
C (-4.7981, -2.6465, 0.7901)
C (-3.9206, -1.8569, -0.2480)
C (-2.7500, -2.8198, -0.4921)
O (-2.6833, -3.5525, 0.7028)
C (-3.9270, -3.8845, 1.2318)
H (-5.6142, -3.1842, 0.3000)
H (-5.1009, -1.9926, 1.6015)
H (-3.5599, -0.9180, 0.1675)
H (-4.5815, -1.6671, -1.0929)
H (-1.8476, -2.2234, -0.6124)
H (-2.9528, -3.4745, -1.3443)
H (-4.1379, -4.0467, 2.2930)
H (-4.2409, -4.8395, 0.7856)

No. 2
Molecular formula: C33H88F3N8O11PtS
Method: DFT, ωB97M-V with the def2-TZVPD basis set

Summary:
E_LUMO (alpha / beta) ... -7.5 / -8.3 eV
Multiplicity ... 3
Total charge ... +1
Orbital gap (alpha / beta) ... 0.085 / 0.055 Ha
HOMO level (alpha / beta) ... -9.790 / -9.790 eV

CARTESIAN COORDINATES (ANGSTROEM)
Pt (-4.4211, -6.6060, 1.5086)
C (-1.1168, -0.3162, -1.9926)
F (-0.9099, 1.0002, -2.2034)
F (-1.2729, -0.9872, -3.1912)
F (-0.0094, -0.7893, -1.4208)
S (-2.7452, -0.7324, -0.8947)
O (-2.9216, -2.1894, -0.8776)
O (-2.4485, -0.2201, 0.3890)
O (-3.8691, -0.0278, -1.5563)
C (-3.3992, 3.4782, 7.5009)
C (-3.2827, 2.1553, 8.0864)
C (-3.6313, 2.1397, 9.5458)
O (-3.1849, 0.9182, 10.1957)
C (-3.8045, -0.2785, 9.9601)
N (-3.9340, 1.2605, 7.2127)
H (-2.7075, 4.2536, 7.8303)
H (-4.4105, 3.8697, 7.6108)
H (-3.2635, 3.4614, 6.4195)
H (-2.2408, 1.8484, 7.9945)
H (-4.6916, 2.2489, 9.7737)
H (-3.1901, 3.0543, 9.9418)
H (-3.3420, -1.1016, 10.5049)
H (-3.6810, -0.6329, 8.9367)
H (-4.8675, -0.2557, 10.2000)
H (-4.9246, 1.4397, 7.1307)
H (-3.5338, 1.2366, 6.2857)
C (-0.3974, -9.0163, -4.1733)
C (-1.7792, -9.5864, -4.1381)
C (-2.0283, -10.7817, -5.1190)
O (-1.0496, -11.7774, -4.7728)
C (-0.9643, -12.8202, -5.7953)
N (-2.2434, -9.7228, -2.7374)
H (0.2979, -9.6102, -3.5801)
H (-0.2960, -7.9684, -3.8906)
H (0.0187, -9.1237, -5.1750)
H (-2.4392, -8.7932, -4.4893)
H (-2.0295, -10.3237, -6.1082)
H (-3.0012, -11.2317, -4.9212)
H (-0.0591, -13.4065, -5.6374)
H (-0.8935, -12.3822, -6.7909)
H (-1.9532, -13.2694, -5.8864)
H (-2.9959, -10.3512, -2.9805)
H (-1.5266, -10.4115, -2.5588)
C (7.9230, -1.0220, -4.6829)
C (8.6046, -2.2997, -4.2342)
C (7.6746, -3.5079, -4.2546)
O (8.2964, -4.6202, -3.6172)
C (7.5055, -5.7944, -3.5209)
N (9.7129, -2.3679, -5.1947)
H (7.0067, -0.9590, -4.0959)
H (7.5221, -1.0297, -5.6965)
H (8.5108, -0.1191, -4.5177)
H (8.8377, -2.0958, -3.1891)
H (7.4001, -3.6655, -5.2976)
H (6.7400, -3.2765, -3.7436)
H (8.1272, -6.5798, -3.0910)
H (7.2348, -6.0604, -4.5427)
H (6.6348, -5.7581, -2.8663)
H (9.9926, -3.3373, -5.1498)
H (10.5301, -1.8386, -4.9258)
C (9.3473, 8.9913, -1.1878)
C (9.2892, 8.9079, 0.2729)
C (8.6043, 7.5128, 0.6787)
O (7.2689, 7.5709, 0.2395)
C (6.5711, 6.3435, 0.1117)
N (10.6038, 8.8114, 0.8394)
H (8.3957, 9.1808, -1.6843)
H (9.7841, 8.1056, -1.6491)
H (9.9399, 9.8270, -1.5600)
H (8.6188, 9.6235, 0.7490)
H (8.6868, 7.2462, 1.7323)
H (9.1261, 6.6757, 0.2149)
H (6.5039, 5.7860, 1.0459)
H (6.9920, 5.7834, -0.7234)
H (5.5336, 6.5841, -0.1203)
H (10.6205, 8.5210, 1.8066)
H (11.0072, 9.7348, 0.9077)
C (-6.8742, 5.8869, 1.4084)
C (-6.7993, 5.9616, -0.1506)
C (-5.3649, 5.8776, -0.5255)
O (-4.7586, 7.1364, -0.2079)
C (-3.3983, 7.1624, -0.0626)
N (-7.5197, 4.8884, -0.6612)
H (-6.5485, 4.8853, 1.6892)
H (-7.8797, 5.8703, 1.8288)
H (-6.3610, 6.7642, 1.8022)
H (-7.2576, 6.9223, -0.3854)
H (-5.1957, 5.6351, -1.5746)
H (-4.9531, 5.1188, 0.1399)
H (-3.0288, 8.1701, 0.1271)
H (-2.8046, 6.8049, -0.9040)
H (-3.1835, 6.6134, 0.8542)
H (-6.9354, 4.0755, -0.5273)
H (-7.5063, 4.8581, -1.6707)
C (-8.8296, -2.9561, 4.6181)
C (-8.2288, -3.8742, 3.5086)
C (-8.6735, -3.5987, 2.0327)
O (-7.9870, -4.5144, 1.1324)
C (-8.3547, -4.3482, -0.2247)
N (-6.7787, -3.7784, 3.6198)
H (-8.5940, -1.9731, 4.2102)
H (-8.4149, -3.0258, 5.6238)
H (-9.8730, -3.2267, 4.7800)
H (-8.4711, -4.8856, 3.8349)
H (-8.4051, -2.5718, 1.7847)
H (-9.7623, -3.5565, 2.0028)
H (-9.3793, -4.5245, -0.5523)
H (-7.7632, -4.8635, -0.9814)
H (-8.1034, -3.3916, -0.6828)
H (-6.5836, -4.2304, 4.5016)
H (-6.3818, -2.8664, 3.7950)
C (1.5374, -5.0349, 4.2745)
C (1.7049, -6.4103, 3.7406)
C (2.8240, -7.1616, 4.4822)
O (2.5687, -7.3286, 5.8597)
C (3.5853, -7.8643, 6.6299)
N (0.4563, -7.1390, 4.0558)
H (1.3184, -4.8918, 5.3327)
H (0.8105, -4.5199, 3.6465)
H (2.5267, -4.5814, 4.2127)
H (1.9609, -6.3212, 2.6848)
H (3.7928, -6.6651, 4.4266)
H (2.9710, -8.0668, 3.8931)
H (4.2593, -8.5359, 6.0980)
H (3.0224, -8.3330, 7.4371)
H (4.1909, -7.1591, 7.1992)
H (0.3893, -8.0753, 3.6829)
H (0.6423, -7.1327, 5.0485)
C (1.9531, 10.7943, -7.3809)
C (1.0847, 9.9015, -6.5347)
C (1.7222, 8.5028, -6.5826)
O (0.9464, 7.4006, -6.0917)
C (-0.2452, 7.2649, -6.7447)
N (1.2639, 10.4041, -5.1716)
H (1.9212, 10.5707, -8.4472)
H (3.0251, 10.8027, -7.1838)
H (1.4937, 11.7827, -7.3765)
H (0.0675, 9.8419, -6.9218)
H (2.6803, 8.3385, -6.0896)
H (2.0426, 8.3235, -7.6089)
H (-0.9900, 8.0237, -6.5049)
H (-0.6595, 6.3296, -6.3683)
H (-0.0740, 7.1894, -7.8185)
H (1.6840, 9.8566, -4.4342)
H (0.4724, 10.9229, -4.8188)